Formula: C35H56AsF9N3O2PPb
Source: OMol25
Level of theory: ωB97M-V with the def2-TZVPD basis set

The HOMO energy (alpha / beta) is -0.485 / -0.488 hartree. The value obtained for the gap between HOMO and LUMO (alpha / beta) is 0.210 / 0.208 hartree. For the max |F|, the calculation gives 0.52 eV/Å. The calculation puts the total energy at -145589.17885 eV. The energy above the lowest of the compared OMol25 structures with the same formula, charge and spin is 0.0 kJ/mol. The charge is +2.

XYZ file:
```
108
C35H56AsF9N3O2PPb | OMol25 | ωB97M-V with the def2-TZVPD basis set
Pb 0.91 0.10 -1.37
C 1.16 3.21 2.03
C -0.37 3.23 2.12
C -0.82 3.65 3.51
P -1.06 1.63 1.39
C -2.50 2.22 0.36
C -3.42 3.32 0.88
C -3.30 1.00 -0.10
C -1.90 0.75 2.78
C -2.85 1.32 3.59
C -3.44 0.64 4.67
C -4.51 1.30 5.49
C -3.04 -0.67 4.95
C -2.12 -1.29 4.16
C -1.54 -0.62 3.03
N -0.89 -1.30 2.10
C -0.23 -2.46 2.24
C -0.42 -3.40 1.17
C -1.43 -3.12 0.11
C 0.26 -4.60 1.21
C 1.16 -4.89 2.24
C 1.90 -6.18 2.26
C 1.37 -3.94 3.26
C 0.69 -2.75 3.31
C 1.06 -1.77 4.40
H 1.55 4.21 2.21
H 1.50 2.88 1.05
H 1.59 2.55 2.79
H -0.73 3.97 1.40
H -0.71 2.84 4.24
H -1.85 4.00 3.54
H -0.19 4.47 3.85
H -1.95 2.61 -0.52
H -4.13 2.94 1.61
H -4.01 3.72 0.05
H -2.88 4.17 1.32
H -3.81 0.53 0.75
H -2.67 0.25 -0.57
H -4.07 1.30 -0.81
H -3.15 2.35 3.43
H -4.44 2.38 5.45
H -4.47 0.97 6.53
H -5.49 1.01 5.10
H -3.49 -1.21 5.77
H -1.87 -2.33 4.32
H -2.40 -2.88 0.54
H -1.54 -3.98 -0.55
H -1.13 -2.26 -0.50
H 0.08 -5.33 0.43
H 1.56 -6.86 1.49
H 1.80 -6.66 3.24
H 2.97 -6.00 2.12
H 2.11 -4.16 4.02
H 0.66 -2.10 5.36
H 0.69 -0.76 4.22
H 2.14 -1.73 4.51
C 2.82 -0.56 1.62
N 3.39 -0.64 0.28
C 4.45 -1.66 0.28
C 3.92 0.67 -0.11
C 4.31 0.74 -1.58
N 3.22 0.33 -2.50
C 3.51 -1.00 -3.08
C 3.07 1.31 -3.59
H 3.54 -0.17 2.35
H 2.51 -1.55 1.93
H 1.94 0.09 1.61
H 4.92 -1.75 -0.69
H 4.01 -2.62 0.54
H 5.23 -1.42 1.02
H 4.80 0.93 0.49
H 3.16 1.43 0.09
H 5.19 0.11 -1.76
H 4.60 1.76 -1.81
H 4.45 -0.98 -3.63
H 2.71 -1.30 -3.74
H 3.57 -1.74 -2.28
H 3.99 1.40 -4.18
H 2.82 2.29 -3.17
H 2.26 1.00 -4.25
C -0.86 4.68 -2.59
As -0.82 2.95 -3.44
C 0.09 3.20 -5.10
C -2.66 2.47 -3.71
O 0.01 1.91 -2.43
H -1.08 5.44 -3.34
H 0.12 4.87 -2.15
H -1.63 4.70 -1.82
H -0.51 3.83 -5.75
H 0.26 2.24 -5.59
H 1.04 3.69 -4.90
H -3.19 3.38 -3.98
H -3.05 2.08 -2.77
H -2.77 1.73 -4.49
F -2.74 -1.73 -4.58
C -2.00 -1.94 -3.49
F -2.43 -3.05 -2.90
F -2.25 -0.92 -2.64
C -0.44 -1.99 -3.78
O 0.24 -1.53 -2.72
C -0.01 -3.47 -4.04
F 1.25 -3.50 -4.49
F -0.04 -4.16 -2.90
F -0.79 -4.09 -4.92
C -0.18 -1.16 -5.08
F -0.74 0.07 -4.94
F -0.68 -1.70 -6.18
F 1.12 -0.95 -5.28
```

Atom charges from the Mulliken analysis, given in e for atoms 1 to 5: 1.48 -1.51 0.36 -1.52 1.48

---

Formula: C35H56N7O3PbS2Si
Source: OMol25
Level of theory: ωB97M-V with the def2-TZVPD basis set

The HOMO energy is -0.568 hartree. The value obtained for the gap between HOMO and LUMO is 0.284 hartree. For the max |F|, the calculation gives 0.44 eV/Å. The calculation puts the total energy at -88550.20647 eV. The charge is +3.

XYZ file:
```
105
C35H56N7O3PbS2Si | OMol25 | ωB97M-V with the def2-TZVPD basis set
Pb -0.43 -1.06 0.42
C -2.22 2.96 1.00
O -2.14 1.53 0.90
C -3.41 0.93 0.68
C -3.72 0.75 -0.79
O -2.82 -0.19 -1.39
C -3.45 -1.37 -1.89
C -3.70 -2.37 -0.78
O -2.45 -2.83 -0.23
C -1.93 -3.98 -0.90
H -2.65 3.40 0.11
H -1.20 3.33 1.14
H -2.82 3.24 1.87
H -4.20 1.52 1.17
H -3.39 -0.05 1.17
H -3.62 1.70 -1.32
H -4.76 0.42 -0.90
H -2.78 -1.79 -2.63
H -4.39 -1.12 -2.39
H -4.28 -3.22 -1.15
H -4.26 -1.91 0.03
H -0.97 -4.22 -0.44
H -2.61 -4.83 -0.78
H -1.79 -3.79 -1.97
C -0.83 2.47 -2.49
Si 0.67 1.41 -2.71
C 2.06 1.06 -1.51
N 1.83 1.03 -0.07
C 3.05 0.47 0.56
C 2.95 0.46 2.07
C 2.73 1.88 2.60
C 1.51 2.48 1.93
C 1.61 2.41 0.42
C -0.04 3.31 -3.48
C 1.25 3.73 -3.10
C 2.11 4.31 -4.04
C 1.69 4.47 -5.34
C 0.41 4.05 -5.73
C -0.44 3.45 -4.82
C 0.70 0.32 -4.18
C 1.79 0.29 -5.06
C 1.79 -0.58 -6.13
C 0.72 -1.45 -6.33
C -0.37 -1.43 -5.46
C -0.38 -0.55 -4.39
H -1.72 2.02 -2.94
H -1.05 2.92 -1.54
H 2.89 1.73 -1.77
H 2.40 0.06 -1.83
H 3.92 1.07 0.24
H 3.19 -0.54 0.17
H 3.87 0.03 2.48
H 2.12 -0.17 2.39
H 3.61 2.49 2.38
H 2.62 1.87 3.68
H 1.37 3.52 2.23
H 0.62 1.94 2.26
H 2.45 3.04 0.09
H 0.70 2.80 -0.05
H 1.53 3.73 -2.05
H 3.08 4.67 -3.73
H 2.34 4.93 -6.07
H 0.09 4.19 -6.75
H -1.41 3.10 -5.13
H 2.63 0.96 -4.91
H 2.62 -0.59 -6.82
H 0.73 -2.13 -7.17
H -1.20 -2.09 -5.63
H -1.25 -0.51 -3.74
N -2.46 -2.95 2.80
C -1.16 -3.34 2.85
N -0.30 -2.99 1.92
C 0.97 -3.51 2.18
C 1.06 -4.20 3.33
S -0.47 -4.28 4.11
C 1.97 -3.33 1.13
C 3.24 -3.80 1.10
S 3.94 -3.55 -0.45
C 2.48 -2.80 -0.97
N 1.55 -2.70 -0.05
N 2.34 -2.30 -2.23
H -2.84 -2.96 1.86
H -3.08 -3.33 3.50
H 1.92 -4.70 3.75
H 3.78 -4.32 1.88
H 1.41 -2.32 -2.62
H 3.05 -2.55 -2.91
C -1.57 -0.72 5.59
C -0.30 -0.01 5.14
C -0.50 1.50 5.15
C 0.87 -0.39 6.05
N 0.13 -0.42 3.78
N -0.82 -0.17 2.74
H -1.88 -0.35 6.57
H -1.40 -1.80 5.69
H -2.42 -0.55 4.92
H -0.63 1.86 6.17
H -1.40 1.80 4.60
H 0.37 2.01 4.73
H 0.64 -0.13 7.08
H 1.78 0.13 5.75
H 1.05 -1.47 6.01
H 0.34 -1.42 3.78
H -0.87 0.83 2.60
H -1.76 -0.47 3.02
```

Atom charges from the Mulliken analysis, given in e for atoms 1 to 5: 1.26 -1.08 0.20 -0.28 -0.95

---

Formula: C35H57Cl2FeN4O2
Source: OMol25
Level of theory: ωB97M-V with the def2-TZVPD basis set

The HOMO energy (alpha / beta) is -0.365 / -0.365 hartree. The value obtained for the gap between HOMO and LUMO (alpha / beta) is 0.212 / 0.211 hartree. For the max |F|, the calculation gives 0.44 eV/Å. The calculation puts the total energy at -106705.13093 eV. The energy above the lowest of the compared OMol25 structures with the same formula, charge and spin is 0.0 kJ/mol. The charge is +1. As for the multiplicity: 5.

XYZ file:
```
101
C35H57Cl2FeN4O2 | OMol25 | ωB97M-V with the def2-TZVPD basis set
Fe 1.00 1.48 1.04
C 1.84 1.14 3.90
C 1.74 2.66 3.78
N 1.67 3.10 2.37
C 0.72 4.21 2.15
C -0.72 3.80 2.48
N -0.97 2.36 2.27
C -1.28 1.60 3.49
C -0.51 0.29 3.57
N 0.86 0.43 3.06
H 1.76 0.86 4.95
H 2.82 0.83 3.54
H 2.60 3.11 4.28
H 0.86 3.02 4.30
H 2.59 3.39 2.06
H 0.80 4.50 1.10
H 0.99 5.08 2.76
H -1.40 4.39 1.87
H -0.95 4.06 3.52
H -1.71 2.25 1.59
H -2.35 1.38 3.57
H -1.05 2.22 4.36
H -0.99 -0.46 2.93
H -0.53 -0.09 4.60
H 1.23 -0.50 2.89
C -2.83 0.04 -5.33
C -3.30 -0.33 -3.91
C -3.21 -1.85 -3.75
C -4.76 0.09 -3.72
C -2.44 0.40 -2.89
C -1.66 -0.23 -1.98
C -0.86 0.53 -1.06
N 0.01 0.06 -0.19
C 0.40 -1.20 0.11
C -0.37 -2.38 -0.06
C 0.15 -3.59 0.28
C 1.48 -3.61 0.78
C 2.28 -2.52 0.99
C 1.73 -1.24 0.66
O 2.35 -0.12 0.84
C 3.68 -2.78 1.58
C 4.47 -3.66 0.59
C 3.53 -3.53 2.91
C 4.53 -1.54 1.86
C -0.62 -4.90 0.15
C -0.72 -5.57 1.53
C 0.13 -5.83 -0.81
C -2.03 -4.69 -0.38
C -0.84 1.99 -1.14
O -0.10 2.63 -0.35
C -1.65 2.65 -2.15
C -2.42 1.84 -2.93
C -1.60 4.16 -2.33
C -2.54 4.62 -3.45
C -2.03 4.87 -1.04
C -0.17 4.59 -2.71
H -3.45 -0.48 -6.07
H -1.79 -0.25 -5.48
H -2.92 1.11 -5.52
H -3.86 -2.33 -4.49
H -3.55 -2.17 -2.76
H -2.20 -2.21 -3.91
H -5.40 -0.43 -4.44
H -4.91 1.16 -3.88
H -5.11 -0.15 -2.72
H -1.60 -1.30 -1.98
H -1.40 -2.30 -0.38
H 1.89 -4.59 1.03
H 3.95 -4.60 0.39
H 5.45 -3.90 1.01
H 4.62 -3.14 -0.35
H 3.07 -4.51 2.79
H 2.91 -2.96 3.61
H 4.51 -3.68 3.37
H 4.74 -0.98 0.95
H 5.48 -1.87 2.28
H 4.06 -0.87 2.57
H 0.26 -5.80 1.95
H -1.27 -6.51 1.45
H -1.25 -4.93 2.24
H 1.14 -6.06 -0.46
H 0.22 -5.38 -1.80
H -0.40 -6.78 -0.91
H -2.62 -4.05 0.27
H -2.54 -5.65 -0.46
H -2.02 -4.24 -1.38
H -3.03 2.31 -3.69
H -3.58 4.39 -3.24
H -2.27 4.18 -4.41
H -2.46 5.71 -3.55
H -3.04 4.58 -0.75
H -2.03 5.95 -1.20
H -1.34 4.65 -0.23
H 0.14 4.11 -3.64
H 0.54 4.33 -1.93
H -0.14 5.67 -2.86
Cl 2.90 2.66 -0.60
C 4.43 1.91 -0.07
Cl 4.79 2.33 1.61
H 5.21 2.28 -0.71
H 4.27 0.84 -0.13
```

Atom charges from the Mulliken analysis, given in e for atoms 1 to 5: 1.01 -0.18 -1.03 -0.14 -0.62

---

Formula: C35H57NO3
Source: OMol25
Level of theory: ωB97M-V with the def2-TZVPD basis set

As for the SMILES: NC[C@H](O)Cc1cccc2c1C(=O)c1ccccc1C2=O.CCCCCC.CCCCCC.CCCCCC. The HOMO energy is -0.348 hartree. The value obtained for the gap between HOMO and LUMO is 0.310 hartree. For the max |F|, the calculation gives 0.82 eV/Å. The calculation puts the total energy at -44853.28484 eV. The charge is 0.

XYZ file:
```
96
C35H57NO3 | OMol25 | ωB97M-V with the def2-TZVPD basis set
N 6.35 0.59 2.36
C 5.78 0.25 1.04
C 5.62 1.44 0.08
O 6.58 2.46 0.32
C 4.17 1.95 0.00
C 3.52 2.27 1.33
C 4.28 2.84 2.36
C 3.72 3.15 3.60
C 2.38 2.90 3.85
C 1.61 2.33 2.85
C 2.15 2.03 1.58
C 1.23 1.48 0.55
O 1.47 1.46 -0.63
C -0.08 0.94 1.00
C -0.83 0.17 0.12
C -2.07 -0.33 0.49
C -2.59 -0.04 1.76
C -1.85 0.73 2.63
C -0.60 1.22 2.27
C 0.18 2.06 3.19
O -0.30 2.50 4.20
H 5.59 0.76 3.02
H 6.81 -0.24 2.71
H 4.80 -0.23 1.15
H 6.44 -0.47 0.57
H 5.83 1.05 -0.92
H 6.17 3.32 0.22
H 4.16 2.84 -0.62
H 3.62 1.20 -0.53
H 5.33 3.04 2.24
H 4.32 3.60 4.37
H 1.93 3.13 4.80
H -0.43 -0.04 -0.86
H -2.63 -0.91 -0.22
H -3.57 -0.43 1.99
H -2.24 0.96 3.61
C -4.06 3.26 -0.09
C -5.49 2.74 -0.11
C -5.61 1.33 -0.69
C -5.17 1.20 -2.15
C -5.90 2.10 -3.13
C -7.40 1.83 -3.20
H -3.64 3.34 -1.09
H -4.01 4.25 0.37
H -3.41 2.60 0.50
H -6.13 3.43 -0.66
H -5.87 2.72 0.92
H -6.64 0.99 -0.58
H -5.00 0.65 -0.08
H -5.30 0.15 -2.46
H -4.09 1.39 -2.22
H -5.47 1.96 -4.12
H -5.74 3.15 -2.87
H -7.60 0.80 -3.49
H -7.88 2.48 -3.93
H -7.89 2.01 -2.24
C 3.33 -0.31 -2.71
C 3.06 -1.17 -3.94
C 3.24 -0.40 -5.25
C 2.30 0.79 -5.43
C 0.81 0.46 -5.35
C 0.34 -0.50 -6.43
H 2.65 0.53 -2.64
H 3.21 -0.91 -1.80
H 4.35 0.07 -2.73
H 2.05 -1.58 -3.88
H 3.74 -2.02 -3.94
H 3.11 -1.10 -6.09
H 4.27 -0.05 -5.32
H 2.51 1.25 -6.40
H 2.54 1.56 -4.68
H 0.25 1.40 -5.44
H 0.57 0.05 -4.36
H 0.54 -0.10 -7.43
H -0.73 -0.68 -6.35
H 0.84 -1.47 -6.36
C -1.09 -2.25 4.68
C -0.75 -2.85 3.32
C -1.71 -3.95 2.88
C -1.75 -5.18 3.79
C -0.41 -5.87 3.99
C 0.19 -6.42 2.69
H -1.04 -2.99 5.47
H -0.40 -1.44 4.93
H -2.10 -1.82 4.67
H 0.28 -3.23 3.33
H -0.77 -2.05 2.57
H -1.46 -4.26 1.86
H -2.72 -3.53 2.82
H -2.46 -5.90 3.37
H -2.15 -4.89 4.77
H -0.54 -6.70 4.69
H 0.31 -5.19 4.45
H -0.49 -7.14 2.23
H 1.13 -6.93 2.89
H 0.39 -5.63 1.97
```

Atom charges from the Mulliken analysis, given in e for atoms 1 to 5: -0.57 -0.94 -0.14 -0.58 -0.69